{"formula": "C3H4BrCl", "method": "the ωB97M-V functional and the def2-TZVPD basis", "species": ["Cl", "C", "Br", "C", "C", "H", "H", "H", "H"], "xyz": [[0.337, 2.605, -1.435], [-0.307, 1.450, 0.012], [-1.491, 2.444, 1.191], [-0.613, 0.094, -0.515], [0.583, 0.354, 0.366], [-0.493, 0.154, -1.559], [-1.547, -0.324, 0.016], [0.674, -0.109, 1.283], [1.527, 0.414, -0.008]], "atomic_forces_ev_per_a": [[-0.6, -1.3, 2.0], [-0.4, 2.3, -1.0], [0.7, -0.6, -0.5], [-1.9, 0.5, 2.0], [-1.1, 0.2, -0.6], [-0.2, -1.0, -1.1], [1.7, 0.3, -1.4], [-0.7, -0.5, 2.2], [2.4, 0.1, -1.7]], "multiplicity": 1, "charge": 0, "homo_energy_ev": -10.27, "smiles": "ClC1(Br)CC1"}

=====

{"formula": "C23H33FNO11", "method": "the ωB97M-V functional and the def2-TZVPD basis", "species": ["C", "C", "O", "C", "C", "C", "C", "C", "O", "O", "C", "C", "C", "C", "C", "O", "O", "C", "C", "C", "F", "N", "H", "H", "H", "H", "H", "H", "H", "H", "H", "H", "H", "H", "H", "H", "H", "H", "H", "H", "H", "H", "H", "C", "C", "C", "O", "C", "O", "O", "H", "H", "H", "H", "H", "H", "C", "C", "C", "O", "C", "O", "O", "H", "H", "H", "H", "H", "H"], "xyz": [[-0.019, -1.302, 2.631], [-0.333, -1.530, 1.161], [-0.153, -0.295, 0.439], [1.031, -0.185, -0.282], [1.845, 0.949, 0.284], [1.276, 2.147, 0.649], [2.075, 3.174, 1.142], [1.400, 4.485, 1.462], [1.860, 5.526, 1.088], [0.232, 4.419, 2.118], [3.463, 3.034, 1.291], [4.426, 4.074, 1.806], [4.493, 4.121, 3.339], [3.495, 5.038, 4.051], [2.630, 4.314, 5.056], [2.614, 3.123, 5.203], [1.879, 5.147, 5.827], [0.556, 5.392, 5.322], [-0.376, 4.203, 5.504], [3.946, 1.811, 0.912], [5.208, 1.495, 0.987], [3.174, 0.823, 0.434], [1.037, -1.052, 2.752], [-0.623, -0.473, 2.996], [-0.247, -2.199, 3.203], [0.242, -2.343, 0.732], [-1.379, -1.800, 1.039], [1.620, -1.106, -0.311], [0.800, 0.066, -1.324], [0.209, 2.272, 0.540], [0.109, 3.573, 2.571], [4.200, 5.034, 1.352], [5.413, 3.790, 1.446], [5.492, 4.477, 3.589], [4.439, 3.109, 3.737], [2.830, 5.585, 3.380], [4.032, 5.800, 4.616], [0.631, 5.654, 4.262], [0.165, 6.267, 5.831], [-0.259, 3.482, 4.692], [-0.135, 3.664, 6.417], [-1.407, 4.549, 5.508], [3.612, -0.053, 0.166], [-0.581, -4.389, -5.431], [-0.887, -3.470, -4.280], [0.124, -2.370, -4.048], [0.012, -2.151, -2.626], [-0.429, -3.307, -2.069], [-0.457, -3.516, -0.894], [-0.821, -4.171, -3.012], [-1.374, -5.127, -5.547], [-0.501, -3.820, -6.356], [0.351, -4.929, -5.258], [-1.892, -3.060, -4.382], [-0.102, -1.455, -4.588], [1.146, -2.686, -4.270], [-5.162, -6.525, -3.778], [-5.256, -5.023, -3.727], [-6.443, -4.420, -4.451], [-5.937, -3.133, -4.845], [-4.600, -3.232, -4.952], [-3.886, -2.403, -5.424], [-4.163, -4.406, -4.442], [-4.301, -6.877, -3.212], [-6.060, -6.974, -3.355], [-5.044, -6.866, -4.807], [-5.213, -4.671, -2.694], [-7.321, -4.299, -3.823], [-6.710, -4.979, -5.350]], "atomic_forces_ev_per_a": [[0.0, 0.1, -0.5], [-0.3, 0.2, 0.9], [0.0, -0.3, -0.3], [0.1, 0.1, -0.2], [-0.1, 0.0, 0.0], [0.2, 0.1, 0.2], [-0.2, -0.1, 0.2], [0.2, 0.5, -0.2], [-0.3, -0.3, 0.1], [0.2, 0.0, 0.0], [-0.2, 0.3, -0.1], [0.1, -0.2, -0.1], [0.4, 0.4, 0.0], [0.1, -0.3, 0.3], [-0.1, -0.2, 0.1], [-0.1, 0.0, -0.1], [0.1, 0.2, 0.0], [-0.3, -0.1, -0.3], [0.3, 0.0, -0.2], [-0.2, -0.2, 0.0], [0.5, -0.1, 0.0], [-0.2, 0.0, -0.1], [0.0, 0.0, 0.2], [0.0, 0.0, 0.2], [0.1, 0.0, 0.1], [0.1, 0.2, -0.1], [0.0, 0.0, -0.1], [0.0, -0.1, 0.1], [0.0, 0.0, 0.0], [0.0, -0.1, 0.0], [-0.1, -0.1, -0.1], [-0.1, 0.1, 0.1], [0.0, 0.0, 0.0], [0.0, 0.0, 0.0], [-0.1, 0.0, 0.1], [0.1, 0.1, -0.1], [-0.1, 0.1, 0.0], [0.0, 0.1, 0.0], [0.2, 0.0, 0.3], [0.0, -0.1, 0.0], [-0.2, 0.1, 0.2], [-0.1, -0.1, 0.1], [0.1, 0.0, 0.1], [0.0, -0.3, 0.2], [0.0, 0.0, -0.3], [0.0, 0.1, 0.0], [0.1, 0.0, 0.0], [-0.1, -0.2, -0.1], [0.1, 0.0, -0.3], [-0.1, 0.1, 0.0], [0.0, 0.1, 0.0], [0.0, 0.0, 0.0], [0.1, 0.1, 0.0], [0.0, 0.0, 0.1], [-0.1, 0.1, 0.1], [0.0, -0.1, 0.0], [0.3, 0.0, -0.1], [-0.1, -0.2, 0.0], [-0.1, 0.0, 0.1], [-0.1, -0.1, 0.0], [0.0, 0.0, 0.0], [0.0, 0.1, 0.0], [0.0, 0.0, 0.1], [0.0, 0.0, 0.0], [0.0, 0.0, 0.0], [-0.1, 0.0, 0.0], [0.0, 0.1, 0.0], [0.0, 0.1, 0.0], [0.0, 0.0, 0.0]], "multiplicity": 1, "charge": 1, "homo_energy_ev": -12.81}

=====

{"formula": "IO4V2", "method": "the ωB97M-V functional and the def2-TZVPD basis", "species": ["O", "V", "O", "O", "V", "O", "I"], "xyz": [[-1.088, -2.090, 0.058], [-2.365, -1.256, -0.483], [-2.100, 0.174, 0.139], [0.423, -0.022, -0.776], [1.311, 1.044, -0.110], [0.457, 2.300, -0.500], [3.362, -0.150, 1.672]], "atomic_forces_ev_per_a": [[-3.9, 1.7, -1.6], [5.1, 0.9, 3.0], [-1.2, -2.6, -1.2], [-0.1, -2.0, -0.5], [0.6, 0.5, 0.5], [1.2, 0.4, 1.0], [-1.6, 1.1, -1.3]], "multiplicity": 1, "charge": 1, "homo_energy_ev": -11.93}

=====

{"formula": "C19H60O13", "method": "the ωB97M-V functional and the def2-TZVPD basis", "species": ["C", "O", "H", "H", "H", "H", "C", "O", "H", "H", "H", "H", "C", "O", "H", "H", "H", "H", "C", "C", "O", "O", "H", "H", "H", "H", "H", "H", "C", "C", "O", "O", "H", "H", "H", "H", "H", "H", "C", "C", "O", "H", "H", "H", "H", "H", "H", "C", "C", "O", "H", "H", "H", "H", "H", "H", "C", "C", "O", "H", "H", "H", "H", "H", "H", "C", "C", "O", "H", "H", "H", "H", "H", "H", "C", "C", "O", "H", "H", "H", "H", "H", "H", "C", "C", "O", "H", "H", "H", "H", "H", "H"], "xyz": [[0.067, -2.572, -3.308], [0.260, -1.431, -4.062], [0.218, -3.410, -3.989], [0.730, -2.500, -2.445], [-0.975, -2.618, -2.993], [1.140, -1.085, -3.893], [0.298, 0.205, -0.701], [-1.026, 0.295, -1.117], [0.331, 0.959, 0.086], [0.542, -0.729, -0.194], [1.008, 0.474, -1.483], [-1.533, -0.456, -0.799], [-2.113, -3.189, -0.359], [-2.382, -1.919, 0.304], [-2.194, -3.270, -1.443], [-1.073, -3.501, -0.260], [-2.673, -4.027, 0.056], [-2.086, -1.995, 1.214], [1.936, 1.720, 2.877], [2.770, 0.586, 3.571], [3.149, -0.453, 2.684], [2.851, 2.471, 2.081], [1.615, 2.418, 3.649], [1.078, 1.277, 2.372], [2.163, 0.151, 4.364], [3.660, 0.953, 4.083], [3.974, -0.198, 2.265], [2.350, 3.068, 1.521], [0.593, -2.983, 3.456], [-0.150, -1.749, 3.063], [-1.519, -2.089, 2.924], [0.488, -3.377, 4.766], [1.643, -2.838, 3.199], [0.298, -3.826, 2.832], [0.306, -1.162, 2.266], [-0.158, -1.074, 3.918], [-1.862, -2.240, 3.808], [0.589, -4.324, 4.889], [4.016, -3.177, 0.946], [2.704, -2.988, 0.115], [1.971, -4.160, -0.139], [4.538, -2.220, 0.915], [4.605, -4.038, 0.629], [3.738, -3.513, 1.945], [2.992, -2.637, -0.876], [2.081, -2.203, 0.545], [1.960, -4.618, 0.704], [-2.213, 0.975, 2.683], [-2.507, 2.162, 3.591], [-1.331, 2.839, 3.600], [-1.527, 0.287, 3.178], [-1.933, 1.351, 1.699], [-3.095, 0.354, 2.518], [-2.754, 1.848, 4.605], [-3.345, 2.736, 3.195], [-0.787, 2.402, 4.259], [-4.758, 0.491, -1.719], [-5.485, 0.116, -0.349], [-6.709, 0.823, -0.427], [-3.775, 0.097, -1.979], [-4.694, 1.579, -1.731], [-5.421, 0.331, -2.569], [-4.866, 0.451, 0.484], [-5.610, -0.959, -0.221], [-6.513, 1.762, -0.382], [4.936, -0.920, -2.662], [3.653, -0.135, -2.809], [3.009, -0.471, -4.031], [5.690, -0.730, -3.425], [4.721, -1.979, -2.808], [5.372, -0.630, -1.706], [3.882, 0.929, -2.873], [2.960, -0.271, -1.979], [3.333, 0.106, -4.727], [-2.139, 4.560, -0.797], [-1.926, 3.620, 0.366], [-1.258, 4.395, 1.341], [-2.675, 4.066, -1.607], [-1.214, 4.966, -1.206], [-2.792, 5.347, -0.419], [-1.304, 2.754, 0.136], [-2.861, 3.206, 0.743], [-1.331, 3.876, 2.146], [0.808, 3.117, -4.933], [0.569, 1.895, -4.032], [-0.512, 2.217, -3.109], [0.854, 3.994, -4.287], [-0.124, 3.218, -5.489], [1.677, 2.983, -5.577], [1.535, 1.753, -3.547], [0.291, 1.002, -4.590], [-0.751, 1.481, -2.540]], "atomic_forces_ev_per_a": [[-0.3, -0.2, 0.4], [-0.4, 1.7, -1.0], [0.4, -0.5, 0.4], [-0.1, -0.9, 0.1], [0.0, 0.1, 0.1], [0.7, 0.1, -0.2], [0.1, 0.7, 1.7], [-0.5, 0.3, -1.7], [0.9, 0.2, 0.2], [0.1, -0.3, -0.5], [0.0, -0.3, -0.1], [-0.6, -0.6, 0.4], [0.8, -0.6, 0.8], [0.1, -0.7, -2.3], [-0.9, 1.1, 0.0], [0.4, 0.3, 0.5], [-0.4, 0.3, 0.1], [0.0, -0.2, 0.7], [1.9, -0.3, 1.4], [-0.7, 0.6, -0.2], [-0.3, -0.1, -0.1], [-0.3, -0.6, -0.6], [-0.5, -0.2, 0.3], [0.0, 0.1, -0.4], [-0.2, -0.2, -0.1], [0.0, 0.5, -0.1], [0.0, 0.1, -0.1], [0.0, 0.2, 0.0], [2.0, -1.0, -2.1], [-0.5, -0.1, 2.3], [-0.6, 0.2, -1.1], [-0.8, 0.6, 2.0], [0.4, 0.3, 0.0], [-0.4, 0.1, -0.5], [-0.4, -0.6, -0.5], [0.7, 0.3, 0.2], [-0.1, -0.1, 0.0], [0.0, 0.1, -0.3], [-1.7, -0.6, -0.3], [1.5, 0.3, -0.5], [-0.1, -0.2, 0.5], [0.3, -0.3, 0.4], [0.2, 0.4, -0.8], [0.0, 0.7, 0.4], [0.1, 0.2, -0.1], [-0.1, 0.0, 0.4], [-0.3, -0.5, 0.0], [-1.7, -0.7, 0.3], [-1.5, -2.3, -0.6], [2.0, 2.2, 0.8], [0.4, 0.4, -0.4], [0.5, -0.3, 0.2], [-0.3, 0.0, 0.0], [-0.4, -0.1, 0.0], [0.2, 0.4, 0.1], [0.4, 0.3, -0.1], [-0.6, 0.2, 0.6], [1.3, 0.8, -2.1], [-0.4, -0.7, 0.7], [0.0, -0.3, 0.4], [0.4, 0.2, 0.2], [-0.2, -0.6, 0.2], [0.0, 0.1, 0.1], [-0.5, 0.2, -0.2], [0.0, 0.0, 0.0], [-0.1, 0.0, 0.0], [0.9, 0.7, -0.7], [-1.1, -0.2, -0.2], [-0.2, 0.5, -0.2], [0.0, -0.1, 0.7], [0.1, -0.6, 0.1], [0.1, 0.2, 0.4], [0.0, -0.3, -0.1], [0.1, -0.2, -0.1], [-0.8, -0.5, -0.2], [0.7, 0.6, -0.2], [-0.3, -0.2, 0.0], [0.0, -0.1, -0.1], [0.0, 0.1, 0.3], [0.2, 0.3, -0.2], [0.2, -0.3, -0.5], [-0.3, 0.2, 0.0], [0.5, 0.2, 0.7], [-1.4, -0.7, 0.7], [-1.0, 2.6, 0.0], [2.2, 0.6, -2.1], [0.5, 0.1, -0.2], [0.3, 0.2, -0.5], [-0.2, 0.1, 0.1], [0.0, -0.8, 0.9], [-0.2, -0.9, 0.2], [-0.6, -1.7, 1.2]], "multiplicity": 2, "charge": 1, "s2": 0.76, "homo_energy_ev": [-11.98, -11.98]}

=====

{"formula": "C4H8O2", "method": "the ωB97M-V functional and the def2-TZVPD basis", "species": ["O", "C", "C", "C", "O", "C", "H", "H", "H", "H", "H", "H", "H", "H"], "xyz": [[-0.783, 1.513, 0.830], [-0.687, 0.678, -0.308], [-0.929, -0.776, 0.034], [0.413, -1.162, 0.640], [1.383, -0.613, -0.243], [0.905, 0.639, -0.675], [0.152, 1.661, 0.669], [-1.289, 1.090, -1.128], [-1.769, -0.938, 0.719], [-1.094, -1.316, -0.901], [0.509, -0.732, 1.651], [0.584, -2.236, 0.687], [1.018, 0.767, -1.750], [1.586, 1.426, -0.226]], "atomic_forces_ev_per_a": [[0.5, 0.0, -0.3], [0.9, -0.4, -0.9], [0.0, -0.1, -0.1], [-0.2, -0.3, 0.1], [-0.1, -0.1, -0.2], [-0.7, 0.0, -0.5], [0.1, 1.8, 2.2], [0.1, -0.3, 0.1], [0.1, 0.2, -0.2], [0.0, -0.2, 0.1], [0.0, -0.1, -0.2], [0.0, 0.0, 0.0], [0.2, -0.3, -0.2], [-1.1, -0.2, 0.0]], "multiplicity": 1, "charge": 0, "homo_energy_ev": -10.05, "smiles": "O[C@@H]1CCOC1"}

=====

{"formula": "C18H27Cl2HgN2O4", "method": "the ωB97M-V functional and the def2-TZVPD basis", "species": ["O", "C", "C", "C", "H", "C", "H", "C", "H", "C", "H", "C", "H", "H", "C", "C", "H", "H", "H", "C", "C", "H", "H", "H", "H", "Hg", "Cl", "Cl", "C", "O", "N", "C", "C", "H", "H", "H", "H", "H", "H", "H", "H", "H", "C", "C", "N", "H", "C", "O", "H", "H", "H", "H", "O", "C"], "xyz": [[-1.351, 1.131, -2.683], [-0.049, 0.951, -2.794], [0.204, -0.355, -3.559], [0.036, -1.586, -2.931], [-0.256, -1.615, -1.873], [0.276, -2.766, -3.651], [0.143, -3.731, -3.156], [0.689, -2.695, -4.988], [0.892, -3.613, -5.542], [0.854, -1.450, -5.607], [1.195, -1.387, -6.642], [0.587, -0.276, -4.894], [0.693, 0.712, -5.350], [0.332, 1.765, -3.450], [0.804, 2.464, -0.850], [0.935, 1.124, -1.477], [1.510, 3.192, -1.296], [1.014, 2.423, 0.234], [-0.213, 2.858, -0.980], [1.992, 0.299, -1.328], [3.370, 0.699, -0.884], [1.908, -0.734, -1.661], [3.936, 1.184, -1.697], [3.927, -0.200, -0.598], [3.356, 1.392, -0.029], [1.343, -0.103, 1.355], [1.918, -2.288, 0.703], [1.120, 1.729, 2.791], [0.062, -2.156, 3.547], [-0.754, -1.457, 2.896], [0.475, -1.850, 4.788], [-0.182, -0.803, 5.560], [1.513, -2.625, 5.453], [0.533, -3.051, 3.096], [-0.691, -0.111, 4.887], [0.577, -0.270, 6.143], [-0.903, -1.239, 6.267], [2.144, -3.098, 4.691], [1.084, -3.409, 6.092], [2.119, -1.962, 6.080], [-3.194, 2.471, 2.089], [-4.545, 2.422, -0.860], [-2.486, 2.833, 1.328], [-3.496, 2.740, -0.960], [-2.667, 2.123, 0.068], [-1.463, 2.711, 1.704], [-2.276, 0.841, -0.018], [-1.570, 0.313, 0.878], [-3.116, 2.453, -1.947], [-2.600, 0.289, -0.915], [-2.688, 3.891, 1.136], [-3.445, 3.826, -0.823], [-2.336, -2.186, 0.875], [-1.256, -1.817, 0.776]], "atomic_forces_ev_per_a": [[-1.1, 0.2, 1.0], [-0.2, -0.6, 0.4], [0.5, 0.6, 0.5], [0.0, -0.6, -0.4], [0.1, 0.0, -0.4], [-0.1, 0.5, 0.2], [0.1, 0.2, -0.2], [0.0, 0.1, 0.0], [0.0, 0.2, 0.1], [-0.2, 0.0, 0.1], [-0.1, -0.1, 0.2], [0.2, -0.6, 0.0], [0.0, -0.3, 0.1], [1.0, 0.2, 0.2], [0.3, 0.8, 0.4], [-0.5, -0.5, -2.0], [-0.3, -0.2, 0.1], [-0.1, 0.2, -0.5], [0.2, -0.2, -0.1], [-0.3, 0.1, 0.0], [0.3, 0.0, 0.7], [0.1, 0.4, -0.5], [-0.3, -0.1, 0.1], [0.0, 0.2, 0.1], [0.2, 0.0, -0.2], [-0.7, -0.3, -0.2], [0.5, -0.1, 0.2], [0.1, -0.1, 0.0], [-1.4, 1.5, -1.4], [1.7, -1.3, 2.6], [0.1, -0.1, 0.4], [0.1, 0.0, 0.1], [-0.3, -0.2, -0.2], [0.0, 0.3, 0.2], [0.1, -0.2, 0.1], [-0.1, 0.0, -0.2], [0.1, 0.1, -0.2], [-0.1, 0.1, 0.2], [0.1, 0.1, 0.0], [0.0, -0.1, -0.2], [0.2, 0.1, -0.1], [0.1, 0.2, 0.0], [0.1, 0.0, -0.1], [-0.1, -0.3, 0.0], [-0.3, 0.1, 0.2], [-0.3, 0.0, -0.1], [1.1, -0.5, 0.9], [-1.0, 1.8, -1.1], [0.1, 0.0, 0.2], [0.2, 0.3, 0.2], [0.1, -0.1, 0.1], [0.0, -0.2, -0.2], [0.5, -0.1, -0.1], [-1.0, -1.3, -1.2]], "multiplicity": 1, "charge": -1, "homo_energy_ev": -3.70}